# 1
ORCA calculation (ωB97M-V/def2-TZVPD) on a 9-piece molecular cluster, C40H56N9O3 overall.

The spin multiplicity is 1. The total charge is -1. As for the largest force on an atom: 5.8 eV/A. Its HOMO-LUMO gap is 6.159 eV. The total energy comes out at -2276.2268 Ha.

Geometry (Å):
O1 0.5228 -6.0664 -4.1999
O2 0.3585 -5.0583 -1.6796
O3 0.3141 -4.0295 -5.1992
N1 0.2503 -8.3605 -1.8085
N2 -4.7004 3.8927 0.3629
N3 2.6744 -3.2708 -8.8565
N4 0.5629 7.4475 6.4452
N5 -0.6558 -3.0546 -2.5671
N6 -7.4783 5.0674 3.2490
N7 -2.2894 -1.3483 2.2244
N8 2.8475 4.2430 2.6322
N9 4.0035 1.7690 -1.5789
C1 -7.8781 5.6791 5.3439
C2 0.0784 9.5271 7.0472
C3 -8.7693 4.7051 3.5246
C4 -4.3003 2.6539 2.1601
C5 4.7020 -2.2382 -2.0053
C6 0.4595 -4.6707 -4.1069
C7 -4.7033 3.8954 1.7329
C8 0.8933 -3.5423 -10.1510
C9 1.2884 4.2590 4.2103
C10 0.9451 8.9658 8.0170
C11 0.2386 -8.3313 -0.4412
C12 -4.3080 2.6607 -0.0881
C13 -4.3982 -2.0091 2.4219
C14 -4.0493 1.8711 1.0059
C15 -3.6795 -2.9964 1.7020
C16 2.2348 -3.2464 -10.1543
C17 -0.4447 -1.8728 -1.6793
C18 5.3137 2.8656 -0.1635
C19 1.5604 3.8769 2.9191
C20 0.5108 -3.7576 -8.8023
C21 3.6261 1.3883 -0.3201
C22 1.6305 -3.5869 -8.0268
C23 5.4317 -3.6969 -1.9468
C24 0.5197 -3.9592 -2.6416
C25 -6.9257 5.6570 4.3545
C26 1.2295 7.6828 7.6175
C27 3.4036 4.8469 3.7274
C28 -9.0467 5.0752 4.8179
C29 0.9028 -10.3674 -1.1223
C30 2.4573 4.8745 4.7226
C31 2.3880 -2.1719 -3.4234
C32 4.0123 -1.9608 -3.4279
C33 -0.1369 8.5681 6.0874
C34 -2.3807 -2.5625 1.5981
C35 5.0282 2.6730 -1.4935
C36 0.6425 -9.5643 0.0145
C37 0.6482 -9.5973 -2.2329
C38 4.4246 2.0501 0.5806
C39 1.9384 -3.2808 -2.3565
C40 -3.5135 -1.0060 2.7341
H1 2.8248 0.6798 -0.1740
H2 5.5760 -1.4820 -1.9202
H3 4.1850 -0.8435 -3.6690
H4 4.3736 1.9583 1.6558
H5 1.7737 -3.6616 -6.9586
H6 0.0990 -2.0877 -0.6983
H7 -0.7274 8.5862 5.1841
H8 0.5850 6.5838 5.9258
H9 -7.0080 4.9220 2.3708
H10 6.5064 -3.6380 -2.3667
H11 2.5923 5.2905 5.7105
H12 -0.3406 10.5226 7.0499
H13 -1.3852 -3.6175 -2.0801
H14 -9.3781 4.2176 2.7784
H15 2.9120 -3.0203 -10.9645
H16 2.0609 -2.8880 -1.2763
H17 1.9661 -1.1193 -3.2082
H18 -5.4458 -2.0307 2.6836
H19 3.5907 1.4359 -2.4358
H20 -1.4522 -0.7938 2.2992
H21 4.0395 -2.0486 -1.0986
H22 0.0022 -7.5837 -2.4150
H23 0.2573 -3.5984 -11.0226
H24 -9.9865 4.9269 5.3290
H25 -4.9893 4.7784 2.2834
H26 -4.9488 4.6743 -0.2214
H27 -0.0542 -7.4378 0.0896
H28 6.0771 3.5208 0.2300
H29 1.8463 6.9186 8.0660
H30 -4.1982 2.3434 3.1897
H31 5.4847 -3.9694 -0.8318
H32 0.0137 -1.0453 -2.3140
H33 4.8609 -4.5004 -2.5198
H34 -1.4968 -1.4932 -1.3801
H35 4.4215 5.2053 3.7039
H36 -4.0693 -3.9218 1.3044
H37 4.5338 -2.5532 -4.2508
H38 1.3200 9.4472 8.9082
H39 1.2378 -11.3946 -1.1288
H40 2.1111 -2.4153 -4.5033
H41 -7.7475 6.0838 6.3367
H42 5.4654 3.0992 -2.3837
H43 -3.7175 0.8442 0.9783
H44 0.7178 -9.8233 -3.2860
H45 3.3140 4.0903 1.7506
H46 -3.6489 -0.0801 3.2718
H47 0.9498 3.3784 2.1814
H48 -4.2454 2.4530 -1.1455
H49 3.6178 -3.0862 -8.5588
H50 0.3519 4.1109 4.7286
H51 -1.5158 -3.0110 1.1327
H52 -5.9056 6.0104 4.3413
H53 -0.4741 -4.0106 -8.4393
H54 1.2239 -5.5287 -1.6243
H55 2.7201 -4.1312 -2.4382
H56 0.7388 -9.8546 1.0508

---

# 2
ORCA calculation (ωB97M-V/def2-TZVPD) on a 3-piece molecular cluster, C3H6N2O overall.

The spin multiplicity is 1. As for the SMILES: [H]/N=C\C#N.[H][H].C=O. As for the largest force on an atom: 1.4 eV/A. Its HOMO-LUMO gap is 9.965 eV. The total energy comes out at -302.5192 Ha. As for the energy relative to the best compared isomer or geometry (same formula, charge and spin): 4.731 eV.

Geometry (Å):
O1 0.9693 -1.2283 1.1332
N1 0.3113 1.0680 -2.4153
N2 -1.8271 0.6047 0.1442
C1 1.6043 -0.6388 0.2936
C2 -0.6374 1.0182 -0.0014
C3 -0.0538 1.0431 -1.3209
H1 -1.3210 -1.2215 1.0231
H2 1.5898 -0.8287 -0.8023
H3 -0.6658 -1.5854 1.1302
H4 -2.1494 0.2646 -0.7623
H5 2.3477 0.0332 0.7150
H6 -0.1678 1.4709 0.8627

---

# 3
ORCA calculation (ωB97M-V/def2-TZVPD) on C28H52P2Tl as an isolated structure.

The spin multiplicity is 1. The total charge is +1. As for the largest force on an atom: 3.6 eV/A. Its HOMO-LUMO gap (spin up / spin down) is 4.879 / 4.887 eV. The total energy comes out at -1952.6103 Ha.

Geometry (Å):
Tl1 -1.7869 0.9994 -1.0711
P1 -1.9898 -0.9724 -2.8915
P2 2.6402 1.2104 0.1804
C1 0.3499 -1.1345 -4.8454
C2 0.9131 -1.2600 4.0783
C3 -0.8435 -2.0705 -2.0647
C4 1.1280 0.8179 -3.5817
C5 -1.4956 -3.4747 2.2878
C6 -0.8074 1.5975 -4.9406
C7 1.5955 2.6968 -0.5941
C8 1.3231 -0.3417 5.1562
C9 -0.3901 -1.7742 3.8810
C10 -3.3097 2.1854 2.7156
C11 3.2330 -1.6529 3.0193
C12 1.7751 -1.8828 3.1279
C13 3.4525 0.4400 -1.2877
C14 -2.0912 -0.5248 -4.5867
C15 3.8602 2.3564 0.8868
C16 -1.2499 2.4660 4.2219
C17 0.2784 2.4275 -1.1915
C18 -1.0596 2.7562 1.7603
C19 -1.6514 0.7698 -3.9819
C20 -0.3468 -2.6815 2.7820
C21 -1.5804 -1.4340 4.6825
C22 -1.1014 -1.5544 -5.1757
C23 0.9940 -2.7502 2.3196
C24 -3.7151 -0.9793 -2.3481
C25 0.6259 -0.4374 -3.5278
C26 0.6527 1.8271 -4.5473
C27 1.5129 -3.6450 1.2680
C28 -1.9486 2.9056 2.9123
H1 1.2774 1.8417 -5.4602
H2 -1.3706 -1.5314 5.7531
H3 -1.8096 -4.2375 3.0268
H4 1.0133 -0.7080 6.1451
H5 -3.1016 -0.4911 -5.0662
H6 0.8701 0.6466 5.0226
H7 4.1414 -0.3205 -0.9043
H8 -0.9548 1.4045 4.1907
H9 -0.2328 -1.6667 -1.2122
H10 -1.9212 -0.4038 4.5142
H11 -4.1329 0.0258 -2.2017
H12 2.7439 -0.1102 -1.9241
H13 -3.7976 2.5397 1.7987
H14 -0.3374 3.0643 4.3598
H15 -1.3231 2.5632 -5.0262
H16 2.4080 -0.2101 5.1682
H17 -2.3693 -2.8265 2.0941
H18 -0.1620 -2.5186 -2.8397
H19 -1.2789 -2.5524 -4.7308
H20 4.4378 1.7715 1.6092
H21 0.7289 -3.9297 0.5696
H22 -1.9122 2.6201 5.0883
H23 4.0267 1.1256 -1.9239
H24 -2.1470 3.9969 2.9504
H25 -1.2885 3.3173 0.8500
H26 -3.8219 -1.5517 -1.4095
H27 -1.2426 -1.7301 -6.2588
H28 -3.9849 2.3842 3.5597
H29 -4.1561 -1.4688 -3.2538
H30 0.4597 1.6597 -1.9674
H31 1.5607 3.4644 0.1974
H32 -1.4514 -2.8728 -1.6504
H33 -3.1850 1.0947 2.6346
H34 3.3115 3.1580 1.3940
H35 0.9440 -2.0557 -4.8679
H36 2.2666 2.9747 -1.4302
H37 -1.2398 -4.0004 1.3550
H38 2.3136 -3.1672 0.7054
H39 3.6296 -2.0633 2.0772
H40 4.4979 2.7785 0.1071
H41 0.7157 -0.5639 -5.7150
H42 3.7763 -2.1397 3.8513
H43 2.0110 1.1205 -3.0248
H44 0.7079 2.8110 -4.0706
H45 -0.0745 2.3088 1.8902
H46 -0.1921 3.3102 -1.6717
H47 0.9345 -1.0838 -2.6987
H48 1.9246 -4.5703 1.6859
H49 -2.4145 -2.0985 4.4428
H50 -2.4124 1.3840 -3.4696
H51 -0.8282 1.1960 -5.9613
H52 3.4748 -0.5746 3.0539